ORCA calculation (ωB97M-V/def2-TZVPD) on C5H7N2O as an isolated structure.

CARTESIAN COORDINATES (ANGSTROEM)
C (0.439, 0.532, 0.564)
C (-0.938, -0.942, 0.293)
N (-1.058, 0.398, 0.036)
H (-2.270, -1.479, -1.247)
H (-3.018, -2.060, 0.262)
C (-2.389, -1.294, -0.210)
H (0.967, -1.761, 0.781)
C (1.433, 1.347, -0.227)
H (0.942, 1.691, -1.139)
H (0.262, 0.781, 1.554)
C (-2.576, 0.261, -0.029)
H (2.361, 0.736, -0.439)
O (-3.403, 1.065, 0.066)
N (0.335, -1.021, 0.541)
H (1.859, 2.245, 0.317)

Results
E, eV: -10315.982
E_HOMO, eV: -15.360
ΔE to the lowest compared entry with this formula, charge and spin, kcal per mole: 61.1
HOMO-LUMO gap, eV: 11.31
Net charge: +1

Here are the Mulliken charges for atoms 1 to 2, given in e: atom 1 (C): 0.401, atom 2 (C): 0.127

ORCA calculation (ωB97M-V/def2-TZVPD) on a 2-piece molecular cluster, C5H7N2O3P overall.

CARTESIAN COORDINATES (ANGSTROEM)
O (1.417, 0.452, 0.508)
C (0.734, -2.298, -0.076)
C (-2.079, 1.642, -0.963)
H (-1.017, 0.164, -2.185)
H (2.092, 1.993, 1.661)
C (-1.602, 0.363, -1.258)
C (1.940, 1.782, 0.666)
H (1.685, -1.819, -0.250)
H (0.021, -2.615, -0.760)
N (-2.614, -1.756, -0.435)
H (0.991, 2.325, 0.268)
O (0.009, -1.521, 0.909)
H (2.777, 1.971, 0.071)
N (-2.462, 2.722, -0.801)
O (-0.719, 0.658, 2.042)
P (-0.042, -0.021, 0.975)
C (-2.146, -0.793, -0.791)
H (1.015, -3.249, 0.417)

Results
E, eV: -23707.524
E_HOMO (alpha / beta), eV: -8.928 / -8.927
ΔE to the lowest compared entry with this formula, charge and spin, kcal per mole: 37.3
HOMO-LUMO gap (alpha / beta), eV: 7.78 / 7.78

Here are the Mulliken charges for atoms 1 to 2, given in e: atom 1 (O): -0.290, atom 2 (C): -0.660

ORCA calculation (ωB97M-V/def2-TZVPD) on C5H7N3 as an isolated structure.

CARTESIAN COORDINATES (ANGSTROEM)
H (-0.050, -1.359, 1.591)
N (1.050, 1.142, -0.428)
H (-0.272, -0.671, -1.380)
C (-1.984, 0.032, -0.260)
C (1.195, -0.261, -0.020)
H (-1.728, -2.295, -0.685)
H (2.905, -1.571, 0.169)
H (-2.389, 0.945, -0.903)
C (-1.183, -1.249, -0.469)
H (-0.443, 2.536, 0.278)
N (-0.961, 0.450, 0.642)
C (-0.111, 1.366, 0.074)
C (-0.187, -0.783, 0.601)
H (-2.835, -0.063, 0.329)
N (2.545, -0.471, -0.065)

Results
E, eV: -9762.440
E_HOMO, eV: -9.090
ΔE to the lowest compared entry with this formula, charge and spin, kcal per mole: 160.2
HOMO-LUMO gap, eV: 9.64

Here are the Mulliken charges for atoms 1 to 2, given in e: atom 1 (H): 0.317, atom 2 (N): -0.440

ORCA calculation (ωB97M-V/def2-TZVPD) on a 2-piece molecular cluster, C5H7N3 overall.

CARTESIAN COORDINATES (ANGSTROEM)
C (0.910, -1.397, 0.749)
H (-1.566, -0.439, 1.275)
N (2.344, -1.611, 0.692)
C (0.694, 0.967, 2.386)
H (0.799, 1.753, -0.607)
C (1.099, 0.709, -0.636)
H (0.366, -1.978, 1.486)
H (-1.566, -0.538, -0.485)
C (-1.150, 0.000, 0.372)
N (0.897, 1.542, 3.351)
N (1.719, -2.154, -0.197)
H (-1.466, 1.038, 0.307)
C (0.341, -0.105, 0.355)
H (0.888, 0.325, -1.640)
H (2.174, 0.641, -0.467)

Results
E, eV: -9763.999
E_HOMO (alpha / beta), eV: -10.208 / -10.207
ΔE to the lowest compared entry with this formula, charge and spin, kcal per mole: 124.3
HOMO-LUMO gap (alpha / beta), eV: 9.24 / 9.24

Here are the Mulliken charges for atoms 1 to 2, given in e: atom 1 (C): 0.018, atom 2 (H): 0.383

ORCA calculation (ωB97M-V/def2-TZVPD) on the molecule C5H7N3.

CARTESIAN COORDINATES (ANGSTROEM)
H (3.422, 0.192, 0.332)
H (3.097, -1.426, 0.135)
H (-3.013, 0.816, 0.396)
N (-1.964, -0.865, -0.103)
H (-1.084, 1.958, -0.149)
N (-3.079, -0.074, -0.108)
H (1.574, 2.032, -0.132)
C (1.461, -0.242, -0.056)
C (-0.402, 1.129, -0.101)
N (2.824, -0.481, -0.117)
C (-0.800, -0.314, -0.092)
C (0.939, 1.153, -0.076)
H (-3.863, -0.605, 0.232)
H (0.457, -2.172, -0.067)
C (0.432, -1.100, -0.093)

Results
E, eV: -9767.022
E_HOMO, eV: -7.628
ΔE to the lowest compared entry with this formula, charge and spin, kcal per mole: 54.5
HOMO-LUMO gap, eV: 7.94
SMILES: N/N=C1\C=CC(N)=C1

Here are the Mulliken charges for atoms 1 to 2, given in e: atom 1 (H): 0.236, atom 2 (H): 0.246

ORCA calculation (ωB97M-V/def2-TZVPD) on the molecule C5H7N3.

CARTESIAN COORDINATES (ANGSTROEM)
H (-3.477, 0.033, 0.292)
N (0.449, 1.048, 0.204)
C (2.444, 0.110, -1.024)
C (1.270, -0.027, -0.271)
H (0.950, -2.769, 0.981)
N (-0.887, 0.770, 0.486)
H (2.742, 1.131, -1.284)
H (2.789, -0.849, -1.417)
C (-2.874, -0.283, -0.493)
N (0.478, -2.344, 0.223)
C (-1.613, 0.043, -0.438)
H (0.458, 1.809, -0.429)
C (0.737, -1.190, 0.001)
H (-3.316, -0.844, -1.240)
H (-1.319, 1.623, 0.910)

Results
E, eV: -9761.439
E_HOMO (alpha / beta), eV: -6.998 / -7.959
ΔE to the lowest compared entry with this formula, charge and spin, kcal per mole: 183.3
HOMO-LUMO gap (alpha / beta), eV: 6.45 / 8.00

Here are the Mulliken charges for atoms 1 to 2, given in e: atom 1 (H): 0.272, atom 2 (N): -0.251

ORCA calculation (ωB97M-V/def2-TZVPD) on the molecule C5H7N3.

CARTESIAN COORDINATES (ANGSTROEM)
H (-1.208, -2.207, -0.841)
H (-2.807, -1.579, -0.455)
H (1.522, 1.981, -0.077)
C (-0.763, 1.819, -0.136)
C (0.524, 1.366, -0.102)
N (1.380, -0.928, -0.058)
H (2.507, 0.774, 0.256)
C (0.349, -0.070, -0.045)
C (-1.783, -1.578, -0.090)
N (-1.764, 0.811, 0.063)
H (-1.039, 2.858, 0.043)
N (2.652, -0.260, -0.109)
H (-1.811, -1.801, 1.093)
H (3.385, -0.918, 0.444)
C (-1.143, -0.269, 0.013)

Results
E, eV: -9765.121
E_HOMO, eV: -8.841
ΔE to the lowest compared entry with this formula, charge and spin, kcal per mole: 98.4
HOMO-LUMO gap, eV: 8.22
SMILES: CC1=NC=C/C1=N\N

Here are the Mulliken charges for atoms 1 to 2, given in e: atom 1 (H): 0.267, atom 2 (H): 0.319

ORCA calculation (ωB97M-V/def2-TZVPD) on the molecule C5H7N3.

CARTESIAN COORDINATES (ANGSTROEM)
H (-0.944, 0.969, -0.666)
C (-1.672, -0.976, -1.559)
H (-2.522, -0.747, -2.312)
C (0.716, 0.687, 1.631)
N (-1.317, -0.927, 1.523)
H (0.896, 1.180, 2.624)
N (0.499, -0.262, -1.256)
C (1.531, 0.951, 0.557)
H (2.399, 0.531, -1.210)
N (1.410, 0.711, -0.809)
C (-0.694, 0.005, -1.075)
H (-2.114, -1.521, -0.695)
C (-0.408, -0.181, 1.663)
H (-0.994, -1.754, -1.927)
H (2.297, 1.761, 0.676)

Results
E, eV: -9765.958
E_HOMO, eV: -8.758
ΔE to the lowest compared entry with this formula, charge and spin, kcal per mole: 79.1
HOMO-LUMO gap, eV: 9.46
SMILES: C/C=N/N/C=C\C#N

Here are the Mulliken charges for atoms 1 to 2, given in e: atom 1 (H): 0.599, atom 2 (C): -0.862